{"formula": "CH3BrCl", "method": "ωB97M-V/def2-TZVPD", "symbols": ["Br", "C", "H", "H", "H", "Cl"], "xyz": [[1.904, 1.129, 1.207], [0.464, 0.275, 0.294], [-0.270, 1.024, -0.049], [-0.047, -0.436, 0.965], [0.841, -0.277, -0.583], [-2.892, -1.714, -1.833]], "nbo_charge": [-0.05, -0.65, 0.23, 0.23, 0.23, -1.00], "e_lumo_ev": 2.89, "total_charge": -1, "homo_ev": -3.63, "energy_ev": -83652.5976, "max_force_ev_per_a": 1.71, "de_lowest_ev": 0.180}